57
Properties=species:S:1:pos:R:3:forces:R:3:nbo_charge:R:1 method="wB97M-V/def2-TZVPD" orbital_gap_ev=9.4667 total_charge=0 de_lowest_ev=0.000 energy_ha=-1718.01845 smiles="CC[C@@H](C)NC(=O)[C@@H](Cc1ccccc1)NS(=O)(=O)c1ccc2c(c1)CCC(=O)N2"
C 4.49293 1.01685 -4.16464 0.1 -0.2 0.0 -0.605
C 4.42423 -0.50152 -4.05796 -0.3 0.2 -0.1 -0.396
C 2.98291 -1.01638 -4.10334 0.2 -0.2 -0.2 -0.055
C 2.93573 -2.54343 -4.08395 -0.1 0.3 -0.1 -0.606
N 2.24198 -0.49795 -2.97050 0.4 -0.1 -0.1 -0.630
C 1.10878 0.20558 -3.07350 0.1 0.0 0.5 0.669
O 0.58110 0.52969 -4.11831 -0.3 0.2 -0.3 -0.639
C 0.51940 0.54902 -1.68577 -0.1 0.5 -0.1 -0.131
C -0.74345 1.43004 -1.78997 0.2 -0.1 -0.1 -0.460
C -1.99086 0.59684 -1.71667 -0.1 0.2 -0.1 0.080
C -2.68048 0.46611 -0.51883 0.0 0.0 -0.1 -0.252
C -3.80120 -0.34168 -0.43723 0.0 0.0 0.1 -0.202
C -4.24338 -1.02899 -1.55455 -0.1 -0.1 0.0 -0.224
C -3.56094 -0.90326 -2.75332 -0.1 -0.1 0.0 -0.205
C -2.44010 -0.09610 -2.83408 0.0 0.0 0.0 -0.251
N 0.26146 -0.67274 -0.95406 0.6 -0.3 0.6 -0.893
S 1.30642 -1.17576 0.21928 -0.5 0.1 -0.3 2.336
O 1.06048 -2.57001 0.42495 -0.3 0.0 0.1 -0.927
O 2.64821 -0.75325 -0.10531 -0.1 0.3 0.3 -0.964
C 0.71285 -0.22861 1.60246 0.4 -0.2 -0.4 -0.407
C 1.45789 0.80588 2.12979 0.1 0.0 0.0 -0.112
C 0.93153 1.55844 3.16488 -0.2 0.0 0.1 -0.268
C -0.33953 1.27031 3.65585 0.2 -0.3 -0.4 0.186
C -1.09744 0.22831 3.10124 0.1 -0.1 -0.1 -0.068
C -0.55455 -0.51933 2.07347 0.0 0.1 0.3 -0.097
C -2.48306 0.01069 3.63276 0.0 0.0 0.1 -0.421
C -2.51470 0.28602 5.13314 -0.2 0.0 0.0 -0.499
C -1.94804 1.64976 5.46313 -0.2 -0.2 0.1 0.688
O -2.34640 2.36226 6.35292 -0.1 0.1 0.2 -0.578
N -0.88201 2.01926 4.68679 0.3 0.5 0.0 -0.610
H 4.03440 1.35400 -5.09138 0.0 0.1 -0.1 0.207
H 3.96487 1.48108 -3.33514 0.0 0.1 0.1 0.205
H 5.52682 1.35305 -4.14692 0.1 0.1 0.0 0.210
H 4.98183 -0.95218 -4.88061 0.0 -0.1 0.0 0.205
H 4.88232 -0.82549 -3.12058 0.1 -0.1 0.0 0.197
H 2.47925 -0.63664 -4.99890 0.1 0.0 0.1 0.223
H 3.48269 -2.94962 -4.93052 0.1 -0.1 -0.1 0.211
H 1.90630 -2.88954 -4.13679 -0.1 -0.1 0.0 0.214
H 3.38084 -2.91905 -3.16480 0.1 -0.1 0.1 0.206
H 2.61516 -0.69814 -2.04810 -0.1 0.1 -0.1 0.426
H 1.29477 1.07463 -1.11868 -0.1 0.1 -0.2 0.232
H -0.69858 1.94962 -2.74905 0.0 0.1 0.1 0.252
H -0.74356 2.16367 -0.98306 0.0 0.0 0.0 0.214
H -2.33496 1.00186 0.35456 0.0 0.1 0.1 0.206
H -4.33243 -0.43468 0.49933 -0.1 0.0 0.1 0.207
H -5.11831 -1.65919 -1.49187 -0.1 0.0 0.0 0.213
H -3.90456 -1.43599 -3.62794 0.0 0.0 -0.1 0.214
H -1.90073 0.00284 -3.76453 0.1 0.0 -0.1 0.236
H -0.22749 -1.39772 -1.44996 -0.1 -0.4 0.1 0.431
H 2.44018 1.00222 1.73131 0.1 0.1 0.0 0.236
H 1.49980 2.36922 3.59556 0.1 0.1 0.1 0.219
H -1.10323 -1.33010 1.62167 -0.2 -0.1 0.0 0.233
H -2.81434 -1.00672 3.42419 0.0 0.0 0.0 0.230
H -3.16934 0.69641 3.12410 -0.1 0.0 0.0 0.220
H -3.52758 0.22485 5.53043 0.1 0.1 0.1 0.245
H -1.90054 -0.45121 5.65926 0.0 0.0 0.0 0.234
H -0.40816 2.87247 4.95607 -0.2 -0.1 0.0 0.415